No. 1
Entry from the Open Molecules 2025 dataset: C37H71BrN2OSi4Ti as an isolated structure (ωB97M-V with the def2-TZVPD basis set).

Structure (XYZ):
```
117
Properties=species:S:1:pos:R:3
Ti -1.21 0.56 -0.21
C -3.39 -1.02 -2.29
O -2.89 -0.07 -1.32
Si -3.74 1.42 -1.06
C -3.38 2.45 -2.56
C -5.55 1.04 -0.97
C -2.69 1.80 0.43
Si -3.31 0.83 1.98
C -3.33 -1.02 1.54
C -2.24 1.05 3.50
C -5.06 1.26 2.47
Si -2.74 3.72 0.67
C -4.52 4.26 0.41
C -2.30 4.26 2.40
C -1.65 4.63 -0.58
H -4.43 -1.22 -2.06
H -2.82 -1.94 -2.21
H -3.29 -0.62 -3.30
H -3.63 1.89 -3.46
H -2.34 2.77 -2.62
H -3.99 3.36 -2.58
H -5.93 0.87 -1.98
H -6.10 1.89 -0.56
H -5.79 0.17 -0.35
H -2.54 -1.44 0.92
H -4.27 -1.26 1.03
H -3.30 -1.58 2.48
H -1.19 0.84 3.35
H -2.62 0.36 4.26
H -2.32 2.05 3.92
H -5.76 1.33 1.64
H -5.10 2.21 3.01
H -5.41 0.48 3.14
H -5.20 3.76 1.10
H -4.89 4.10 -0.61
H -4.58 5.33 0.59
H -3.04 3.93 3.13
H -2.33 5.36 2.40
H -1.32 3.96 2.76
H -2.28 5.27 -1.20
H -1.08 3.98 -1.24
H -0.94 5.27 -0.05
C -1.14 -4.00 -1.13
C -0.41 -2.69 -1.41
C -0.47 -2.20 -2.84
C -0.56 -3.10 -3.89
C -0.68 -2.66 -5.20
C -0.74 -1.31 -5.47
C -0.63 -0.36 -4.45
C -0.77 1.09 -4.84
C 0.36 1.60 -5.74
C -0.45 -0.83 -3.14
N -0.20 0.11 -2.07
C 0.77 0.95 -2.29
C 1.02 1.95 -1.33
C 2.02 2.89 -1.15
C 1.80 3.47 0.11
C 0.67 2.87 0.64
N 0.17 1.95 -0.23
H -1.13 -4.21 -0.06
H -0.68 -4.85 -1.63
H -2.19 -3.96 -1.45
H 0.64 -2.80 -1.10
H -0.81 -1.92 -0.75
H -0.55 -4.17 -3.69
H -0.75 -3.38 -6.01
H -0.89 -0.97 -6.48
H -0.85 1.73 -3.96
H -1.71 1.20 -5.37
H 1.33 1.56 -5.25
H 0.18 2.63 -6.05
H 0.44 0.99 -6.65
H 1.40 0.85 -3.17
H 2.81 3.12 -1.85
H 2.38 4.24 0.58
H 0.19 3.05 1.59
C 5.46 -1.98 0.22
C 3.92 -1.95 0.13
C 3.46 -3.29 -0.46
C 3.45 -0.84 -0.82
Si 3.34 -1.63 1.89
Br 0.16 -0.63 1.46
C 2.74 -3.08 2.93
C 4.03 -3.92 3.12
C 1.66 -3.94 2.26
C 2.20 -2.67 4.31
C 3.82 -0.02 2.73
C 4.31 1.08 1.77
C 5.01 -0.45 3.63
C 2.71 0.61 3.59
H 5.86 -2.11 -0.79
H 5.83 -2.82 0.82
H 5.90 -1.06 0.62
H 3.90 -3.38 -1.46
H 2.38 -3.34 -0.58
H 3.79 -4.15 0.11
H 3.73 -1.12 -1.84
H 3.90 0.13 -0.61
H 2.36 -0.72 -0.80
H 4.44 -4.30 2.18
H 3.78 -4.79 3.74
H 4.82 -3.38 3.64
H 1.99 -4.41 1.34
H 0.75 -3.36 2.05
H 1.39 -4.73 2.96
H 2.90 -2.08 4.90
H 1.99 -3.58 4.87
H 1.26 -2.12 4.23
H 5.16 0.78 1.16
H 4.63 1.93 2.37
H 3.51 1.43 1.12
H 5.84 -0.88 3.06
H 4.72 -1.16 4.41
H 5.39 0.44 4.13
H 1.90 0.98 2.97
H 3.15 1.46 4.11
H 2.30 -0.06 4.34
```

The calculation puts the HOMO-LUMO gap at 6.8 eV. As for the relative energy (zero: lowest compared OMol25 entry of this formula, charge and spin): 3.2 kcal per mole. The multiplicity is 1. As for the charge: +2. The lowest unoccupied orbital energy comes out at -6.61 eV.

---

No. 2
Entry from the Open Molecules 2025 dataset: a 7-piece molecular cluster, C37H73N8O10S4 overall (ωB97M-V with the def2-TZVPD basis set).

Structure (XYZ):
```
132
Properties=species:S:1:pos:R:3
C 5.80 1.82 1.18
C 4.92 1.41 2.53
C 4.30 -0.12 2.38
C 3.18 -0.15 1.15
N 2.04 -1.05 1.58
C 1.14 -0.41 2.62
C 0.12 0.74 2.05
C -1.48 0.39 2.27
C -2.45 1.70 2.43
S -2.52 2.84 0.94
O -1.17 3.04 0.21
O -3.50 2.17 -0.10
N -3.21 4.42 1.28
S -1.97 5.58 1.71
O -2.71 6.70 2.55
O -1.49 6.28 0.42
C -0.60 4.90 2.80
C 0.91 5.37 2.40
C 1.90 5.84 3.67
C 3.46 6.30 3.49
C 4.11 6.35 1.95
C 3.15 5.89 0.69
C 1.57 5.40 0.90
C 1.27 -1.63 0.42
S 0.11 -2.87 0.77
S 1.46 -1.19 -1.39
C 1.12 0.62 -1.73
C 1.90 1.21 -3.08
C 2.14 2.83 -2.75
H 5.33 2.78 0.69
H 6.92 2.01 1.52
H 5.73 0.97 0.38
H 4.00 2.14 2.55
H 5.58 1.53 3.49
H 5.23 -0.82 2.08
H 3.89 -0.57 3.39
H 3.78 -0.56 0.21
H 2.87 0.97 0.99
H 1.76 0.08 3.51
H 0.49 -1.26 3.14
H 0.40 1.75 2.60
H 0.28 0.93 0.91
H -1.56 -0.22 3.28
H -1.92 -0.33 1.43
H -3.55 1.28 2.61
H -2.15 2.24 3.44
H -0.81 5.32 3.90
H -0.59 3.73 2.91
H 1.43 5.80 4.77
H 4.05 6.59 4.46
H 5.22 6.72 1.87
H 3.62 5.94 -0.38
H 0.93 5.09 -0.03
H -0.05 0.74 -1.83
H 1.57 1.23 -0.83
H 1.16 1.14 -4.01
H 2.90 0.65 -3.31
H 2.51 3.43 -3.69
H 1.09 3.29 -2.42
H 2.85 2.93 -1.82
C -3.50 -0.44 -5.57
C -2.68 0.27 -4.52
O -1.45 0.23 -4.51
N -3.35 0.98 -3.56
C -4.78 1.14 -3.42
H -2.83 -0.96 -6.26
H -4.15 -1.18 -5.09
H -4.09 0.28 -6.13
H -2.74 1.43 -2.89
H -5.00 2.21 -3.47
H -5.06 0.76 -2.43
H -5.34 0.61 -4.19
C 3.16 5.80 -6.22
C 4.03 5.49 -5.03
O 3.57 5.13 -3.95
N 5.38 5.63 -5.18
C 6.11 6.05 -6.36
H 2.11 5.65 -5.95
H 3.29 6.85 -6.52
H 3.41 5.13 -7.05
H 5.91 5.41 -4.34
H 6.80 5.25 -6.64
H 6.68 6.95 -6.11
H 5.45 6.27 -7.20
C -2.79 -3.56 -8.28
C -3.25 -4.02 -6.92
O -4.05 -3.37 -6.25
N -2.75 -5.19 -6.44
C -1.80 -6.08 -7.09
H -3.27 -2.61 -8.53
H -1.71 -3.40 -8.27
H -3.07 -4.29 -9.04
H -3.10 -5.44 -5.53
H -2.28 -7.06 -7.19
H -0.93 -6.17 -6.44
H -1.49 -5.72 -8.07
C -5.53 -7.58 -2.93
C -4.60 -6.41 -2.90
O -3.77 -6.20 -3.79
N -4.69 -5.55 -1.84
C -5.58 -5.63 -0.71
H -5.35 -8.17 -3.84
H -5.36 -8.22 -2.06
H -6.57 -7.24 -2.95
H -4.03 -4.79 -1.88
H -6.18 -4.72 -0.68
H -4.98 -5.70 0.20
H -6.25 -6.50 -0.76
C 3.23 -3.47 4.31
C 2.37 -2.60 5.18
O 2.34 -1.38 5.06
N 1.59 -3.21 6.13
C 1.50 -4.63 6.41
H 3.79 -2.85 3.60
H 3.95 -4.02 4.92
H 2.61 -4.17 3.74
H 1.04 -2.57 6.68
H 0.46 -4.93 6.28
H 1.79 -4.79 7.45
H 2.14 -5.23 5.76
C -2.48 -3.85 9.68
C -1.57 -3.52 8.54
O -0.39 -3.86 8.52
N -2.09 -2.81 7.49
C -3.44 -2.32 7.34
H -1.93 -4.41 10.44
H -2.85 -2.93 10.14
H -3.31 -4.46 9.33
H -1.42 -2.62 6.75
H -3.86 -2.76 6.43
H -3.40 -1.24 7.23
H -4.08 -2.58 8.19
```

The calculation puts the HOMO-LUMO gap at 7.4 eV. The multiplicity is 1. As for the charge: -1. The lowest unoccupied orbital energy comes out at 1.74 eV.

---

No. 3
Entry from the Open Molecules 2025 dataset: C37H74AsCaF8O22S7 as an isolated structure (ωB97M-V with the def2-TZVPD basis set).

Structure (XYZ):
```
150
Properties=species:S:1:pos:R:3
Ca 3.24 -0.79 1.90
As -0.11 0.28 0.25
F 1.30 -0.44 1.04
F -0.81 0.61 1.80
F -1.51 0.89 -0.58
F 0.56 -0.08 -1.34
F -0.73 -1.37 0.24
F 0.70 1.82 0.25
C -4.03 -1.52 2.46
C -5.28 -2.33 2.16
C -6.22 -1.29 1.54
O -5.31 -0.53 0.74
C -3.96 -0.59 1.23
H -3.19 -2.22 2.46
H -4.10 -0.92 3.36
H -5.69 -2.74 3.09
H -5.07 -3.15 1.49
H -6.79 -0.65 2.23
H -6.91 -1.68 0.79
H -3.56 0.38 1.54
H -3.33 -1.08 0.50
O -0.68 -1.96 3.56
S 0.28 -1.32 4.41
O 1.55 -0.95 3.81
O -0.32 0.02 5.07
C -1.75 0.07 5.33
C -1.96 1.03 6.49
C 0.67 -2.29 5.89
H -2.03 -0.93 5.67
H -2.21 0.38 4.40
H -2.01 2.07 6.14
H -1.17 1.03 7.24
H -2.94 0.92 6.96
H 1.52 -2.90 5.60
H -0.23 -2.85 6.13
H 0.99 -1.56 6.62
O 2.86 1.29 2.88
S 3.16 2.32 3.88
O 4.50 2.78 4.04
O 2.17 3.56 3.58
C 0.82 3.19 3.24
C -0.13 4.22 3.85
C 2.53 1.85 5.50
H 0.53 2.19 3.59
H 0.71 3.12 2.15
H 0.41 5.13 4.12
H -0.58 3.85 4.77
H -0.97 4.41 3.19
H 3.15 1.13 6.01
H 1.52 1.45 5.42
H 2.45 2.79 6.04
O 2.41 -3.00 2.19
S 2.07 -4.41 2.16
O 2.87 -5.39 1.49
O 1.93 -4.84 3.71
C 1.94 -6.24 4.04
C 0.59 -6.64 4.67
C 0.35 -4.47 1.64
H 2.66 -6.38 4.85
H 2.23 -6.85 3.19
H 0.69 -7.62 5.14
H -0.18 -6.73 3.90
H 0.34 -5.91 5.43
H 0.13 -5.50 1.34
H 0.19 -3.79 0.80
H -0.24 -4.15 2.49
O -2.05 -4.39 -3.79
S -1.21 -3.25 -4.03
O 0.11 -3.43 -4.57
O -2.03 -2.23 -4.98
C -1.26 -1.27 -5.72
C -2.32 -0.58 -6.59
C -1.15 -2.31 -2.50
H -0.49 -1.76 -6.32
H -0.75 -0.56 -5.06
H -3.22 -0.28 -6.06
H -2.69 -1.33 -7.30
H -1.86 0.24 -7.15
H -1.40 -1.27 -2.71
H -0.19 -2.46 -2.02
H -1.95 -2.72 -1.89
O 1.79 -3.97 -1.16
S 2.90 -3.06 -1.29
O 3.11 -2.08 -0.27
O 4.26 -3.92 -1.37
C 4.15 -5.20 -2.02
C 5.59 -5.71 -2.14
C 2.79 -2.34 -2.94
H 3.74 -5.09 -3.02
H 3.61 -5.97 -1.47
H 6.08 -5.71 -1.18
H 6.20 -5.10 -2.81
H 5.59 -6.72 -2.57
H 3.75 -1.94 -3.24
H 1.98 -1.62 -3.04
H 2.60 -3.24 -3.52
O 4.02 1.07 -2.42
S 4.51 0.99 -1.07
O 3.61 0.67 0.02
O 5.70 -0.12 -1.04
C 6.81 0.02 -1.96
C 7.82 -1.03 -1.57
C 5.44 2.51 -0.67
H 7.26 1.00 -1.84
H 6.48 -0.09 -2.99
H 7.51 -1.99 -1.99
H 8.03 -1.16 -0.51
H 8.81 -0.81 -1.98
H 4.82 3.14 -0.04
H 5.73 2.97 -1.61
H 6.35 2.16 -0.19
O 0.18 1.68 -4.60
S 0.50 3.02 -4.18
O 1.38 3.81 -4.99
O -0.91 3.76 -3.99
C -0.96 5.18 -3.85
C -2.41 5.63 -3.86
C 0.99 3.00 -2.44
H -0.36 5.73 -4.58
H -0.58 5.40 -2.85
H -2.63 6.59 -3.42
H -2.92 4.89 -3.22
H -2.98 5.56 -4.79
H 1.84 2.34 -2.29
H 0.09 2.66 -1.92
H 1.15 4.01 -2.07
F -0.42 5.54 -0.19
C -1.73 5.22 -0.29
C -2.66 6.23 -0.27
C -4.00 5.95 -0.33
C -4.41 4.63 -0.32
C -3.48 3.59 -0.31
C -2.12 3.90 -0.30
H -2.31 7.26 -0.19
H -4.74 6.74 -0.33
H -5.45 4.34 -0.22
H -3.76 2.55 -0.21
H -1.42 3.07 -0.25
F -7.03 2.86 -3.42
C -5.76 2.42 -3.42
C -5.41 1.56 -2.39
C -4.12 1.03 -2.39
C -3.23 1.37 -3.41
C -3.61 2.24 -4.41
C -4.88 2.80 -4.43
H -6.14 1.30 -1.63
H -3.91 0.29 -1.64
H -2.25 0.92 -3.37
H -2.93 2.63 -5.16
H -5.17 3.51 -5.19
```

The calculation puts the HOMO-LUMO gap at 6.9 eV. The multiplicity is 1. As for the charge: +1. The lowest unoccupied orbital energy comes out at -3.06 eV.

---

no.,HOMO (eV),strongest force on any atom (eV/A),E_tot (Eh)
1,-13.4,0.47,-6218.37524
2,-5.6,6.87,-4236.33590
3,-10.0,2.27,-9609.10846